1.
C19H26ClN3O5S | wB97M-V/def2-TZVPD

```
55
Properties=species:S:1:pos:R:3
O -0.453 3.280 -2.730
O 0.939 -4.418 2.328
O -2.407 4.912 -0.641
O 1.508 -0.722 1.808
Cl 3.975 -1.136 -5.046
O -2.365 2.776 0.096
S 1.811 3.551 1.575
C 0.467 2.788 -2.090
C -0.273 -4.374 2.192
C -1.774 3.947 -0.248
C 0.433 -1.242 2.085
C 3.526 1.157 -3.632
C 1.592 -0.211 -4.089
C 2.722 2.073 -2.944
C 0.783 0.705 -3.410
C 2.967 0.009 -4.197
C 1.342 1.843 -2.804
N -0.117 -0.968 3.276
N 0.612 3.097 -0.733
N -0.912 -3.352 1.623
C -1.131 -5.521 2.673
C -1.424 -1.352 3.806
C 1.691 2.521 0.073
C -0.673 -0.050 -0.334
C -1.482 -2.231 -1.147
C 0.065 4.053 1.429
C -0.247 4.107 -0.069
C -1.202 -1.410 0.120
C -0.233 -2.174 1.050
H -3.297 2.905 -0.135
H 4.593 1.335 -3.733
H 1.156 -1.095 -4.545
H 3.172 2.972 -2.530
H -0.289 0.534 -3.351
H 0.465 -0.387 3.861
H -1.913 -3.409 1.543
H -1.685 -5.932 1.832
H -0.483 -6.291 3.091
H -1.817 -5.167 3.439
H -1.684 -0.698 4.640
H -2.192 -1.258 3.038
H -1.391 -2.381 4.169
H 1.467 1.485 0.350
H 2.654 2.533 -0.443
H -1.349 0.392 -1.066
H 0.317 -0.171 -0.772
H -0.616 0.629 0.516
H -0.559 -2.368 -1.713
H -2.210 -1.713 -1.772
H -1.886 -3.208 -0.888
H -0.559 3.305 1.928
H -0.112 5.023 1.906
H 0.032 5.091 -0.458
H -2.145 -1.247 0.642
H 0.590 -2.537 0.432
```

Values from the calculation:
Multiplicity = 1
Energy above the lowest of the compared OMol25 structures with the same formula, charge and spin = 0.00 kcal/mol
SMILES = O=C(O)[C@H]1CSCN1C(=O)c1ccc(Cl)cc1.CNC(=O)[C@@H](NC(C)=O)C(C)C
Charge = 0
E_HOMO = -9.0 eV


2.
C19H26ClNO3S | wB97M-V/def2-TZVPD

```
51
Properties=species:S:1:pos:R:3
C -2.097 -2.423 -0.963
C -0.601 -2.313 -1.216
H -0.064 -3.087 -0.658
H -0.368 -2.391 -2.281
O -0.104 -1.033 -0.815
C 0.260 -0.905 0.459
O 0.236 -1.803 1.257
C 0.723 0.507 0.821
C -0.399 1.123 1.688
N -1.555 1.465 0.890
C -2.642 0.658 0.923
O -2.732 -0.268 1.706
C -3.768 0.992 -0.047
C -4.944 0.057 0.180
H -4.629 -0.984 0.096
H -5.379 0.218 1.166
S -6.233 0.363 -1.077
C -7.423 -0.895 -0.541
H -7.741 -0.683 0.476
H -6.961 -1.877 -0.600
H -8.270 -0.839 -1.217
H -3.411 0.884 -1.074
H -4.092 2.025 0.098
C -1.259 2.458 -0.117
H -0.820 3.327 0.388
C -0.257 1.878 -1.114
C 1.004 1.414 -0.385
H 1.531 2.298 -0.017
H 1.662 0.898 -1.085
H -0.714 1.038 -1.635
H 0.009 2.636 -1.853
H -2.166 2.782 -0.622
H -0.026 2.032 2.172
H -0.713 0.408 2.451
C 1.990 0.360 1.698
C 3.149 -0.219 0.936
C 4.065 0.616 0.308
C 5.112 0.075 -0.417
C 5.274 -1.295 -0.528
C 4.369 -2.126 0.111
C 3.319 -1.596 0.839
H 2.623 -2.252 1.338
H 4.490 -3.196 0.042
H 6.096 -1.702 -1.096
Cl 6.239 1.135 -1.195
H 3.971 1.688 0.385
H 1.740 -0.296 2.533
H 2.259 1.342 2.091
H -2.303 -2.242 0.090
H -2.439 -3.419 -1.225
H -2.637 -1.693 -1.562
```

Values from the calculation:
Multiplicity = 1
Energy above the lowest of the compared OMol25 structures with the same formula, charge and spin = 0.00 kcal/mol
SMILES = CCOC(=O)[C@@]1(Cc2cccc(Cl)c2)CCCN(C(=O)CCSC)C1
Charge = 0
E_HOMO = -8.6 eV


3.
C19H26F5N6O13P2TaTe | wB97M-V/def2-TZVPD

```
73
Properties=species:S:1:pos:R:3
Ta 0.570 -0.191 -0.328
N 2.210 0.872 -1.615
C 1.932 0.768 -3.067
C 1.509 -0.667 -3.292
O 1.842 -1.284 -4.288
N 0.811 -1.158 -2.238
C 0.984 -2.581 -1.995
C 1.990 -2.672 -0.847
O 2.540 -3.672 -0.474
O 2.171 -1.475 -0.269
H 3.079 0.394 -1.388
H 2.304 1.843 -1.347
H 1.132 1.458 -3.321
H 2.811 0.984 -3.669
H 0.058 -3.075 -1.696
H 1.379 -3.089 -2.872
N -2.835 -1.929 0.875
C -3.346 -0.664 1.553
C -4.219 -1.102 2.738
P -1.879 0.308 2.213
O -2.560 1.718 2.554
O -1.411 -0.431 3.405
O -0.907 0.610 1.097
P -4.380 0.304 0.387
O -5.077 -0.921 -0.363
O -5.257 1.249 1.069
O -3.397 0.951 -0.661
H -3.306 -2.740 1.271
H -1.808 -2.043 0.965
H -3.013 -1.918 -0.136
H -3.620 -1.666 3.452
H -5.065 -1.702 2.391
H -4.635 -0.227 3.231
H -2.992 1.717 3.416
H -5.363 -0.745 -1.271
N 1.438 1.597 0.718
C 1.304 2.533 1.381
N 1.141 3.544 2.181
C 1.601 4.895 1.832
C 2.810 5.231 2.685
O 2.510 5.077 4.057
C 2.173 3.732 4.371
C 0.927 3.308 3.625
H 0.786 5.587 2.044
H 1.830 4.936 0.768
H 3.100 6.270 2.536
H 3.651 4.584 2.403
H 2.001 3.693 5.444
H 2.997 3.056 4.116
H 0.071 3.915 3.926
H 0.705 2.257 3.785
O 2.325 0.480 3.619
C 1.760 -0.506 3.215
N 1.264 -0.697 1.923
C 0.585 -1.814 1.900
O -0.095 -2.045 0.838
C 0.696 -2.584 3.158
C 0.237 -3.812 3.567
C 0.543 -4.200 4.874
C 1.278 -3.374 5.713
C 1.742 -2.130 5.279
C 1.438 -1.761 3.993
H -0.320 -4.461 2.905
H 0.208 -5.163 5.239
H 1.498 -3.705 6.720
H 2.316 -1.481 5.926
F -3.989 0.532 -3.104
Te -2.389 0.242 -2.173
F -2.163 2.028 -2.584
F -1.479 -0.102 -3.735
F -3.174 -1.480 -2.306
F -0.201 1.326 -1.394
O -1.345 -0.739 -0.970
```

Values from the calculation:
Multiplicity = 1
Energy above the lowest of the compared OMol25 structures with the same formula, charge and spin = 59.80 kcal/mol
Charge = 0
E_HOMO = -8.7 eV


4.
C19H26F9I2NO3 | wB97M-V/def2-TZVPD

```
60
Properties=species:S:1:pos:R:3
C 3.985 3.253 -1.312
C 4.840 2.476 -0.314
C 4.395 1.021 -0.120
O 3.000 0.856 -0.287
C 2.314 0.323 0.825
C 0.840 0.669 0.715
C 0.585 2.201 0.744
C 1.488 3.043 1.657
C 1.104 2.977 3.132
I 1.849 4.693 4.190
C 0.118 0.049 1.920
O 0.596 -0.150 3.020
N -1.192 -0.284 1.560
C -1.396 -0.065 0.126
O -2.134 1.130 0.008
C -2.990 1.267 -1.129
C -4.145 2.192 -0.752
C 0.054 -0.064 -0.413
I 0.324 0.826 -2.384
C 0.545 -1.520 -0.571
C -0.325 -2.409 -1.478
C -0.886 -3.596 -0.727
F -1.479 -3.205 0.452
F 0.115 -4.449 -0.373
C -1.948 -4.420 -1.541
F -2.408 -3.695 -2.589
F -1.353 -5.518 -2.043
C -3.175 -4.923 -0.727
F -3.872 -5.725 -1.547
F -2.713 -5.652 0.303
C -4.159 -3.810 -0.185
F -5.397 -4.086 -0.554
F -4.112 -3.728 1.128
F -3.854 -2.609 -0.696
H 4.127 2.871 -2.327
H 4.275 4.306 -1.323
H 2.926 3.184 -1.073
H 5.870 2.467 -0.681
H 4.861 3.000 0.645
H 4.918 0.384 -0.842
H 4.702 0.676 0.873
H 2.692 0.741 1.763
H 2.466 -0.758 0.886
H -0.449 2.381 1.039
H 0.678 2.590 -0.270
H 1.379 4.079 1.327
H 2.543 2.798 1.531
H 0.025 3.020 3.253
H 1.508 2.112 3.646
H -1.416 -1.218 1.883
H -2.028 -0.868 -0.256
H -2.433 1.697 -1.959
H -3.360 0.279 -1.422
H -5.058 1.645 -0.522
H -4.337 2.913 -1.545
H -3.866 2.753 0.142
H 1.545 -1.477 -1.003
H 0.664 -1.960 0.422
H 0.288 -2.824 -2.279
H -1.136 -1.858 -1.945
```

Values from the calculation:
Multiplicity = 1
SMILES = CCCOC[C@]1(CCCI)C(=O)N[C@@H](OCC)[C@]1(I)CCC(F)(F)C(F)(F)C(F)(F)C(F)(F)F
Charge = 0
E_HOMO = -9.3 eV


Please write out number 4 again, unchanged.
C19H26F9I2NO3 | wB97M-V/def2-TZVPD

```
60
Properties=species:S:1:pos:R:3
C 3.985 3.253 -1.312
C 4.840 2.476 -0.314
C 4.395 1.021 -0.120
O 3.000 0.856 -0.287
C 2.314 0.323 0.825
C 0.840 0.669 0.715
C 0.585 2.201 0.744
C 1.488 3.043 1.657
C 1.104 2.977 3.132
I 1.849 4.693 4.190
C 0.118 0.049 1.920
O 0.596 -0.150 3.020
N -1.192 -0.284 1.560
C -1.396 -0.065 0.126
O -2.134 1.130 0.008
C -2.990 1.267 -1.129
C -4.145 2.192 -0.752
C 0.054 -0.064 -0.413
I 0.324 0.826 -2.384
C 0.545 -1.520 -0.571
C -0.325 -2.409 -1.478
C -0.886 -3.596 -0.727
F -1.479 -3.205 0.452
F 0.115 -4.449 -0.373
C -1.948 -4.420 -1.541
F -2.408 -3.695 -2.589
F -1.353 -5.518 -2.043
C -3.175 -4.923 -0.727
F -3.872 -5.725 -1.547
F -2.713 -5.652 0.303
C -4.159 -3.810 -0.185
F -5.397 -4.086 -0.554
F -4.112 -3.728 1.128
F -3.854 -2.609 -0.696
H 4.127 2.871 -2.327
H 4.275 4.306 -1.323
H 2.926 3.184 -1.073
H 5.870 2.467 -0.681
H 4.861 3.000 0.645
H 4.918 0.384 -0.842
H 4.702 0.676 0.873
H 2.692 0.741 1.763
H 2.466 -0.758 0.886
H -0.449 2.381 1.039
H 0.678 2.590 -0.270
H 1.379 4.079 1.327
H 2.543 2.798 1.531
H 0.025 3.020 3.253
H 1.508 2.112 3.646
H -1.416 -1.218 1.883
H -2.028 -0.868 -0.256
H -2.433 1.697 -1.959
H -3.360 0.279 -1.422
H -5.058 1.645 -0.522
H -4.337 2.913 -1.545
H -3.866 2.753 0.142
H 1.545 -1.477 -1.003
H 0.664 -1.960 0.422
H 0.288 -2.824 -2.279
H -1.136 -1.858 -1.945
```

Values from the calculation:
Multiplicity = 1
SMILES = CCCOC[C@]1(CCCI)C(=O)N[C@@H](OCC)[C@]1(I)CCC(F)(F)C(F)(F)C(F)(F)C(F)(F)F
Charge = 0
E_HOMO = -9.3 eV


What did the fourth record say?
C19H26F9I2NO3 | wB97M-V/def2-TZVPD

```
60
Properties=species:S:1:pos:R:3
C 3.985 3.253 -1.312
C 4.840 2.476 -0.314
C 4.395 1.021 -0.120
O 3.000 0.856 -0.287
C 2.314 0.323 0.825
C 0.840 0.669 0.715
C 0.585 2.201 0.744
C 1.488 3.043 1.657
C 1.104 2.977 3.132
I 1.849 4.693 4.190
C 0.118 0.049 1.920
O 0.596 -0.150 3.020
N -1.192 -0.284 1.560
C -1.396 -0.065 0.126
O -2.134 1.130 0.008
C -2.990 1.267 -1.129
C -4.145 2.192 -0.752
C 0.054 -0.064 -0.413
I 0.324 0.826 -2.384
C 0.545 -1.520 -0.571
C -0.325 -2.409 -1.478
C -0.886 -3.596 -0.727
F -1.479 -3.205 0.452
F 0.115 -4.449 -0.373
C -1.948 -4.420 -1.541
F -2.408 -3.695 -2.589
F -1.353 -5.518 -2.043
C -3.175 -4.923 -0.727
F -3.872 -5.725 -1.547
F -2.713 -5.652 0.303
C -4.159 -3.810 -0.185
F -5.397 -4.086 -0.554
F -4.112 -3.728 1.128
F -3.854 -2.609 -0.696
H 4.127 2.871 -2.327
H 4.275 4.306 -1.323
H 2.926 3.184 -1.073
H 5.870 2.467 -0.681
H 4.861 3.000 0.645
H 4.918 0.384 -0.842
H 4.702 0.676 0.873
H 2.692 0.741 1.763
H 2.466 -0.758 0.886
H -0.449 2.381 1.039
H 0.678 2.590 -0.270
H 1.379 4.079 1.327
H 2.543 2.798 1.531
H 0.025 3.020 3.253
H 1.508 2.112 3.646
H -1.416 -1.218 1.883
H -2.028 -0.868 -0.256
H -2.433 1.697 -1.959
H -3.360 0.279 -1.422
H -5.058 1.645 -0.522
H -4.337 2.913 -1.545
H -3.866 2.753 0.142
H 1.545 -1.477 -1.003
H 0.664 -1.960 0.422
H 0.288 -2.824 -2.279
H -1.136 -1.858 -1.945
```

Values from the calculation:
Multiplicity = 1
SMILES = CCCOC[C@]1(CCCI)C(=O)N[C@@H](OCC)[C@]1(I)CCC(F)(F)C(F)(F)C(F)(F)C(F)(F)F
Charge = 0
E_HOMO = -9.3 eV


What is the formula in the second record?
C19H26ClNO3S


Which formula does entry 2 have?
C19H26ClNO3S